Model w:
The following is a DFT calculation (ωB97M-V with the def2-TZVPD basis set) of a molecular structure, C21H27N4SbSe4SiY.

Properties
HOMO   -0.13913 Ha
Net charge   -1
Frontier orbital gap   0.207 Eh
2S+1   1

Last column: natural (NBO) charge in e.
Atoms and positions in Å:
N  0.78  0.86  1.45  -0.438
H  1.55  1.84  -0.22  0.244
C  -2.06  -1.66  4.65  -0.242
C  0.05  2.07  1.82  -0.255
Se  -3.60  -0.78  0.06  -0.730
Se  -3.35  -4.09  -2.11  -0.730
H  -0.42  4.70  1.19  0.215
Y  -0.89  -0.82  0.06  1.171
N  -1.23  1.75  -0.18  -0.492
C  2.54  -0.01  -0.03  0.221
H  1.82  -0.71  2.30  0.243
Sb  -3.16  -3.29  0.16  1.086
H  -1.54  -0.02  -5.07  0.199
H  -2.39  1.42  -1.84  0.254
C  -1.87  -0.23  -4.04  -1.074
H  2.67  1.78  1.15  0.184
C  1.91  1.20  0.59  -0.258
H  -1.79  5.52  -0.73  0.215
C  1.21  0.13  2.64  -0.256
C  4.40  -1.17  -0.98  -0.149
C  0.19  -0.84  4.73  -0.262
C  3.55  -2.23  -1.24  -0.259
C  -1.97  2.19  -1.20  0.105
H  1.83  0.75  3.29  0.184
C  -0.88  -1.47  5.35  -0.150
H  -2.91  -2.17  5.09  0.239
H  1.62  -1.98  -3.50  0.199
H  -3.02  -1.35  2.75  0.263
H  0.54  -1.71  -4.87  0.207
C  -1.64  4.46  -0.57  -0.147
C  -0.70  2.64  0.66  0.222
N  -1.09  -0.62  2.74  -0.506
C  -0.87  4.01  0.49  -0.259
Si  -0.36  -0.48  -2.86  0.750
C  0.80  1.02  -3.23  -1.086
C  0.05  -0.45  3.41  0.214
C  -2.20  3.53  -1.43  -0.260
H  1.13  -0.69  5.25  0.210
H  0.98  1.12  -4.31  0.210
H  -2.81  3.84  -2.28  0.228
C  0.56  -1.90  -3.79  -1.078
H  3.90  -3.13  -1.73  0.228
H  1.78  0.87  -2.75  0.199
C  2.22  -2.12  -0.86  0.101
Se  -0.66  -3.43  0.72  -0.749
H  1.52  -2.93  -1.04  0.257
H  -0.68  1.82  2.59  0.248
Se  -4.34  -4.13  2.09  -0.782
C  3.89  -0.04  -0.36  -0.259
H  5.44  -1.21  -1.26  0.215
H  0.08  -2.86  -3.60  0.243
H  -2.44  -1.16  -4.05  0.252
H  -2.57  0.56  -3.76  0.199
H  4.52  0.81  -0.14  0.214
H  -0.79  -1.80  6.38  0.212
H  0.39  1.97  -2.88  0.201
N  1.72  -1.04  -0.27  -0.494
H  0.73  2.83  2.25  0.181
C  -2.12  -1.21  3.34  0.100


Model x:
The following is a DFT calculation (ωB97M-V with the def2-TZVPD basis set) of a molecular structure, C21H27N4SbSe4SiY.

Properties
HOMO   -0.12131 Ha
Net charge   -1
Frontier orbital gap   0.193 Eh
2S+1   1

Last column: natural (NBO) charge in e.
Atoms and positions in Å:
H  -1.19  1.73  3.34  0.179
C  1.14  0.72  2.45  -0.273
H  4.81  -1.54  -0.64  0.227
H  -4.51  -2.66  -0.78  0.229
C  -1.10  1.62  2.25  -0.271
H  -2.44  -1.56  -1.61  0.242
C  3.24  -0.67  2.23  -0.282
C  -0.47  5.29  1.64  -0.143
H  -1.13  -1.73  -4.36  0.236
C  -0.88  -2.52  -3.64  -1.079
H  -1.03  -0.68  3.46  0.184
C  4.08  -1.12  0.04  -0.251
N  0.19  2.82  0.58  -0.513
C  2.97  -0.46  -0.47  0.092
H  1.35  3.81  -0.78  0.250
C  -3.95  -2.39  1.29  -0.144
N  -1.68  -1.20  0.25  -0.496
C  -0.61  2.91  1.65  0.242
H  2.01  -1.14  -4.18  0.241
H  1.99  -2.91  -4.06  0.206
H  -1.62  4.15  3.08  0.213
H  3.32  -0.72  3.30  0.214
C  0.66  -3.47  -1.27  -1.088
C  -0.96  4.13  2.21  -0.261
C  -1.85  -1.29  1.57  0.219
N  2.02  0.06  0.32  -0.505
Se  -3.77  3.07  -4.46  -0.808
Se  1.56  1.91  -2.69  -0.579
H  0.10  -1.49  2.36  0.227
H  1.48  -3.33  -0.56  0.204
H  0.79  6.08  0.08  0.224
Se  0.02  3.61  -3.26  -0.343
N  -0.21  0.51  1.91  -0.443
H  -1.82  -2.84  -3.18  0.200
H  -2.09  1.40  1.84  0.271
Sb  -1.97  1.90  -3.37  0.777
Y  -0.24  0.62  -0.85  1.107
C  2.17  -0.02  1.64  0.300
H  1.38  1.78  2.40  0.244
C  -3.77  -2.29  -0.08  -0.251
C  -2.97  -1.88  2.13  -0.257
C  0.38  5.20  0.56  -0.259
C  -0.72  -0.77  2.40  -0.247
H  2.93  -1.96  -2.92  0.195
H  5.05  -1.76  1.84  0.215
Se  -2.79  1.81  -0.89  -0.868
Si  0.42  -1.91  -2.37  0.747
H  1.19  0.42  3.51  0.183
C  4.21  -1.24  1.41  -0.152
C  0.69  3.94  0.06  0.099
H  -0.24  -3.67  -0.67  0.208
H  -4.84  -2.84  1.70  0.215
H  -0.49  -3.37  -4.21  0.205
H  2.81  -0.35  -1.53  0.250
C  -2.62  -1.69  -0.55  0.121
C  1.99  -1.98  -3.48  -1.085
H  -3.08  -1.92  3.20  0.213
H  -0.75  6.26  2.05  0.212
H  0.88  -4.36  -1.87  0.206


Energy ordering: model w at the bottom, the next structure 33.5 kJ/mol above.


Model w:
The following is a DFT calculation (ωB97M-V with the def2-TZVPD basis set) of 6 unconnected molecules or ions with the total composition CH13O5S.

Properties
HOMO   -0.15090 Ha
Net charge   -1
Frontier orbital gap   0.278 Eh
2S+1   1

Last column: natural (NBO) charge in e.
Atoms and positions in Å:
H  -2.68  0.23  0.65  0.456
H  0.66  1.44  -0.87  0.193
H  2.32  0.77  -0.53  0.185
H  -1.31  -1.59  1.84  0.499
H  -0.11  -0.12  -5.19  0.472
S  0.59  -0.34  0.81  -0.733
H  3.42  -0.17  2.76  0.453
O  -1.95  -2.15  2.29  -0.973
H  0.66  0.66  -4.10  0.484
H  -2.43  -1.67  2.96  0.466
H  1.93  -0.01  2.76  0.498
H  -1.44  0.72  1.28  0.490
C  1.34  1.05  -0.13  -0.718
H  1.63  1.78  0.63  0.193
O  -1.16  -0.92  -1.86  -0.997
O  2.68  -0.16  3.37  -0.979
O  -2.37  1.03  1.09  -0.995
O  0.44  0.66  -5.04  -0.956
H  -1.72  -0.19  -1.58  0.462
H  -0.51  -1.02  -1.13  0.500


Model x:
The following is a DFT calculation (ωB97M-V with the def2-TZVPD basis set) of 6 unconnected molecules or ions with the total composition CH13O5S.

Properties
HOMO   -0.15581 Ha
Net charge   -1
Frontier orbital gap   0.282 Eh
2S+1   1

Last column: natural (NBO) charge in e.
Atoms and positions in Å:
H  -0.83  1.85  -0.49  0.192
H  -1.67  2.61  0.85  0.191
S  -1.42  0.25  1.29  -0.672
O  -3.41  -1.44  -0.92  -0.988
O  -0.33  -1.39  -1.19  -1.023
H  -2.62  1.63  -0.38  0.197
H  -3.19  -0.92  -0.13  0.488
H  1.75  0.82  -0.58  0.484
H  -2.53  -1.47  -1.33  0.482
H  0.05  -2.17  -0.74  0.471
H  2.95  -0.72  1.03  0.490
O  3.35  -1.36  0.41  -0.997
C  -1.66  1.73  0.20  -0.722
H  3.08  -1.00  -0.44  0.487
O  1.67  0.71  1.58  -1.030
H  0.71  0.45  1.62  0.495
H  1.76  1.03  2.49  0.466
H  -0.57  -0.94  -0.32  0.487
O  1.86  0.42  -1.46  -0.995
H  1.03  -0.09  -1.50  0.497


Energy ordering: model x at the bottom, the next structure 62.3 kJ/mol above.


Model w:
The following is a DFT calculation (ωB97M-V with the def2-TZVPD basis set) of 2 unconnected molecules or ions with the total composition C5H8O4.

Properties
HOMO   -0.36615 Ha
Structure (SMILES)   CC(O)(O)C(=O)O.C#C
Frontier orbital gap   0.396 Eh
2S+1   1

Last column: natural (NBO) charge in e.
Atoms and positions in Å:
O  -0.83  -1.21  -0.21  -0.639
C  -0.49  1.12  -0.70  0.410
H  2.06  -3.12  1.99  0.264
H  -0.92  -3.36  0.82  0.245
H  -0.11  2.12  1.17  0.223
O  -1.88  1.21  -0.56  -0.713
C  0.03  -3.00  1.12  -0.043
C  1.21  -2.86  1.40  -0.430
O  1.23  -0.39  0.08  -0.676
C  0.15  2.23  0.12  -0.640
O  -0.11  1.17  -2.06  -0.713
H  1.38  -1.35  0.50  0.512
H  1.23  2.19  0.00  0.231
H  -0.44  2.00  -2.43  0.476
C  -0.02  -0.28  -0.25  0.781
H  -2.26  0.34  -0.76  0.496
H  -0.23  3.19  -0.23  0.216


Model x:
The following is a DFT calculation (ωB97M-V with the def2-TZVPD basis set) of a single C5H8O4 molecule.

Properties
HOMO   -0.31397 Ha
Frontier orbital gap   0.329 Eh
2S+1   1

Last column: natural (NBO) charge in e.
Atoms and positions in Å:
H  -0.14  -0.81  -1.68  0.182
C  -2.34  -0.09  -0.03  -0.623
C  1.46  0.85  -0.01  0.526
H  -1.33  -1.99  -0.09  0.208
C  0.08  -0.58  -0.64  0.007
O  1.26  -1.35  -0.39  -0.487
H  -0.89  -1.02  1.32  0.210
C  2.10  -0.49  0.15  0.700
H  0.86  1.08  1.85  0.503
O  1.67  1.45  -1.16  -0.673
H  -2.53  0.09  -1.11  0.213
O  1.19  1.70  1.05  -0.675
H  -3.38  -0.37  0.36  0.221
H  -2.29  0.90  0.45  0.206
O  3.11  -0.72  0.72  -0.539
C  -1.06  -0.93  0.28  -0.468
H  2.23  2.28  -1.07  0.491


Energy ordering: model w at the bottom, the next structure 71.3 kJ/mol above.